1.
{
  "formula": "C5H10N2O",
  "method": "ωB97M-V/def2-TZVPD",
  "species": ["C", "C", "C", "N", "C", "C", "N", "O", "H", "H", "H", "H", "H", "H", "H", "H", "H", "H"],
  "xyz": [[-1.19464, 1.27530, -0.72876], [-0.19020, 0.62078, 1.39673], [0.60237, -2.02835, 0.23970], [-0.13011, 0.48575, -0.07330], [-0.10420, -1.03869, -0.64624], [1.30566, 0.79823, -0.75899], [1.70681, -0.11491, -1.45221], [-0.95523, -1.31653, -1.43904], [1.63800, 1.80330, -0.47332], [-1.01668, 2.33132, -0.52281], [-0.13144, 1.67708, 1.66128], [-1.15907, 1.09452, -1.79838], [-2.17381, 0.98374, -0.34862], [0.64812, 0.09980, 1.85105], [-1.12733, 0.21174, 1.77805], [1.48555, -1.62499, 0.72398], [0.90037, -2.85766, -0.39783], [-0.10418, -2.40044, 0.98869]],
  "forces_ev_per_a": [[0.133, -0.161, 0.092], [0.000, -0.058, -0.215], [0.036, 0.088, -0.041], [0.056, -0.323, -0.213], [-0.301, 0.329, 0.109], [-0.061, -0.207, -0.063], [-0.200, 0.095, 0.210], [0.321, 0.199, 0.218], [-0.047, -0.015, 0.027], [0.013, -0.030, 0.013], [-0.007, -0.025, -0.033], [0.028, -0.019, 0.019], [0.031, 0.008, 0.009], [0.003, -0.002, -0.021], [0.016, 0.022, -0.028], [-0.018, 0.034, -0.035], [-0.016, 0.030, 0.007], [0.014, 0.035, -0.053]],
  "lowdin_charge": [-0.039, -0.036, -0.023, -0.252, -0.462, -0.304, 0.089, 0.090, 0.099, 0.095, 0.095, 0.098, 0.099, 0.087, 0.102, 0.071, 0.095, 0.093],
  "gap_ev": 8.52,
  "relative_energy_kcal_mol": 72.26,
  "multiplicity": 1,
  "charge": 0,
  "energy_ha": -381.1703
}


2.
{
  "formula": "C11H15N",
  "method": "ωB97M-V/def2-TZVPD",
  "species": ["C", "C", "H", "H", "H", "H", "H", "H", "C", "C", "C", "C", "C", "C", "C", "C", "C", "N", "H", "H", "H", "H", "H", "H", "H", "H", "H"],
  "xyz": [[-1.86236, -2.68730, -1.23263], [-2.13123, -2.11062, 0.15875], [-0.98659, -2.19902, -1.65650], [-1.69644, -3.75890, -1.19493], [-2.64969, -2.43534, -1.94626], [-1.22452, -2.25213, 0.73685], [-2.99583, -2.60391, 0.59829], [-2.34176, -1.03878, 0.12278], [0.72162, 1.25382, -2.48521], [-1.06851, 1.53051, -0.65201], [0.20400, 1.21473, -1.08661], [0.22212, 1.23926, 1.20532], [1.01972, 1.02971, 0.06502], [0.70302, 1.07495, 2.51379], [2.35573, 0.52779, 0.22285], [2.04593, 0.58031, 2.64078], [2.81890, 0.27549, 1.53269], [-1.04368, 1.53161, 0.74812], [-2.02891, 1.65859, -1.13445], [-1.84254, 1.57298, 1.35120], [-0.07494, 1.48922, -3.19428], [1.16401, 0.30815, -2.77930], [0.08258, 1.17745, 3.39641], [3.04771, 0.44715, -0.60361], [2.35736, 0.26943, 3.62666], [3.78770, -0.18559, 1.67373], [1.41661, 2.09046, -2.62747]],
  "forces_ev_per_a": [[-0.014, 0.880, -0.178], [-0.018, -0.029, -0.619], [0.282, -0.139, 0.070], [-0.036, -0.168, -0.112], [-0.257, -0.315, 0.109], [-0.115, 0.010, 0.490], [0.070, -0.101, 0.337], [0.151, -0.076, -0.085], [-0.581, 0.454, -0.159], [-0.559, -0.080, 0.329], [0.152, 0.443, 0.230], [-0.203, -0.241, -0.075], [0.123, -0.354, -0.258], [0.180, -0.087, 0.018], [0.390, 0.184, 0.241], [-0.383, -0.413, -0.157], [-0.491, 0.401, -0.005], [0.333, 0.079, 0.260], [0.302, 0.095, -0.257], [-0.061, 0.058, -0.095], [-0.240, -0.245, -0.004], [0.364, -0.105, -0.123], [-0.111, 0.096, -0.089], [-0.094, -0.120, -0.224], [0.292, 0.066, 0.180], [0.177, 0.054, 0.028], [0.345, -0.346, 0.149]],
  "mulliken_spin": [0.031, 0.068, -0.004, -0.010, -0.020, -0.011, -0.017, -0.002, 0.000, 0.289, -0.074, -0.094, -0.061, 0.345, 0.455, 0.116, -0.138, -0.002, 0.019, -0.009, 0.009, -0.002, 0.043, 0.065, 0.022, -0.007, -0.011],
  "gap_ev": [3.03, 6.40],
  "relative_energy_kcal_mol": 1.85,
  "s2": 0.769,
  "multiplicity": 2,
  "charge": -1,
  "energy_ha": -482.8671
}


3.
{
  "formula": "C39H41BN10OPSeTi",
  "method": "ωB97M-V/def2-TZVPD",
  "species": ["Ti", "C", "N", "C", "C", "C", "C", "C", "N", "C", "C", "C", "C", "C", "C", "H", "H", "H", "H", "H", "H", "H", "H", "H", "H", "H", "B", "N", "C", "C", "C", "N", "N", "C", "C", "C", "N", "H", "H", "H", "H", "H", "H", "H", "H", "Se", "N", "C", "C", "C", "C", "N", "C", "N", "H", "H", "H", "C", "P", "C", "C", "O", "H", "H", "H", "H", "H", "H", "H", "H", "H", "N", "C", "C", "C", "C", "C", "C", "C", "C", "C", "C", "C", "C", "C", "H", "H", "H", "H", "H", "H", "H", "H", "H", "H"],
  "xyz": [[-0.18516, -0.04044, 0.19689], [-0.74126, 3.25854, -1.78233], [-1.14578, 1.98691, -1.22199], [-2.41083, 1.81540, -1.12136], [-2.98104, 0.63360, -0.59454], [-4.32764, 0.25934, -0.49770], [-4.33715, -0.99167, 0.10820], [-3.00357, -1.31702, 0.35481], [-2.18635, -0.34758, -0.06981], [-0.40576, 3.14626, -3.24656], [-1.04408, 3.94597, -4.18543], [-0.71344, 3.85636, -5.52676], [0.26314, 2.96872, -5.94275], [0.89722, 2.16112, -5.01291], [0.56142, 2.24507, -3.67446], [0.14485, 3.60755, -1.24624], [-1.53771, 4.01378, -1.65934], [-3.11966, 2.60098, -1.43980], [-5.17128, 0.83257, -0.83818], [-5.19672, -1.58764, 0.35200], [-2.60939, -2.19980, 0.83189], [-1.80089, 4.65243, -3.86938], [-1.21700, 4.48528, -6.24807], [0.53204, 2.91217, -6.98849], [1.66426, 1.46869, -5.32854], [1.04883, 1.61397, -2.94833], [2.84626, -0.34930, -1.85294], [1.43668, -0.77579, -2.35443], [1.24739, -1.33819, -3.55202], [-0.09900, -1.60405, -3.71303], [-0.67219, -1.15643, -2.52995], [0.26592, -0.64963, -1.72523], [2.88964, -0.26681, -0.31542], [4.00959, -0.38100, 0.41323], [3.68678, -0.19595, 1.74421], [2.31458, 0.03654, 1.73500], [1.86086, 0.00282, 0.48135], [3.13938, 0.72044, -2.31458], [3.62574, -1.18459, -2.20482], [2.06899, -1.52855, -4.21524], [-0.58874, -2.06884, -4.54528], [-1.70518, -1.19517, -2.23688], [4.95542, -0.57180, -0.05275], [4.34722, -0.24350, 2.58834], [1.64391, 0.22141, 2.55967], [0.09179, 4.70461, 3.81283], [1.43164, 5.48961, 2.91890], [1.74181, 4.70506, 1.88306], [2.74710, 4.98072, 0.95360], [2.93236, 4.07484, -0.07837], [2.13183, 2.94476, -0.15051], [1.17171, 2.63396, 0.72182], [0.97674, 3.48575, 1.72445], [0.04697, 3.28944, 2.67434], [3.33683, 5.87901, 1.06075], [3.69140, 4.24172, -0.82959], [2.25846, 2.23852, -0.95858], [-2.64329, 0.27078, 3.38545], [-1.36275, 1.57227, 2.95643], [-2.58320, 2.91006, 2.59649], [-0.52949, 1.54569, 4.60593], [-0.62874, 0.96086, 1.81582], [-3.28928, 0.56296, 4.21065], [-2.12744, -0.65446, 3.64319], [-3.25122, 0.06643, 2.50366], [-2.88225, 3.39268, 3.52439], [-3.45087, 2.44504, 2.13170], [-2.16111, 3.65103, 1.92564], [-1.07673, 2.18235, 5.29768], [0.49698, 1.89230, 4.53790], [-0.54178, 0.52062, 4.97237], [-0.03704, -1.63882, 0.94115], [0.15205, -2.90200, 0.98475], [0.18315, -3.68788, 2.20213], [-0.29350, -3.16419, 3.41674], [-0.35528, -3.94614, 4.54674], [0.09429, -5.26327, 4.51903], [0.63448, -5.77310, 3.34389], [0.67697, -5.00444, 2.20347], [0.26120, -3.65825, -0.30440], [-0.81837, -4.42043, -0.74793], [-0.78454, -5.03609, -1.98533], [0.33541, -4.90703, -2.79055], [1.42565, -4.17902, -2.34169], [1.39453, -3.55717, -1.10640], [-0.62884, -2.13480, 3.41332], [-0.75850, -3.53698, 5.46506], [0.03649, -5.88073, 5.40405], [1.02978, -6.78127, 3.32152], [1.10055, -5.40432, 1.29285], [-1.69318, -4.51718, -0.11811], [-1.63493, -5.61257, -2.32579], [0.35802, -5.36835, -3.76857], [2.30212, -4.07931, -2.96794], [2.24173, -2.98548, -0.74801]],
  "forces_ev_per_a": [[-0.617, 2.357, 0.324], [0.109, 0.407, -0.058], [-0.444, -0.241, 0.378], [0.246, 0.655, -0.347], [-0.812, -0.558, 0.236], [0.419, 0.530, -0.174], [0.118, -0.408, 0.193], [-0.432, -0.424, 0.048], [-0.807, 0.073, -0.439], [-0.063, 0.065, 0.023], [0.007, -0.017, 0.063], [-0.003, 0.056, -0.144], [-0.009, 0.041, -0.148], [0.087, -0.063, 0.033], [-0.037, 0.043, 0.017], [-0.197, 0.035, -0.022], [0.183, -0.122, 0.004], [0.191, -0.150, 0.028], [-0.133, 0.116, -0.040], [-0.128, -0.137, 0.040], [0.050, -0.048, 0.028], [-0.052, 0.016, 0.076], [-0.029, 0.046, -0.054], [0.008, -0.032, -0.071], [0.055, -0.090, -0.015], [0.094, -0.069, 0.045], [-0.182, 0.285, 0.046], [0.498, -0.185, -0.384], [-0.309, 0.061, -0.123], [0.098, 0.193, 0.120], [-0.082, -0.158, -0.423], [-0.207, -0.350, -0.940], [0.497, -0.217, 0.034], [-0.068, -0.006, 0.163], [-0.035, 0.026, -0.046], [0.302, -0.027, 0.067], [1.062, -0.111, 0.392], [-0.005, 0.300, -0.185], [0.226, -0.254, -0.117], [0.218, 0.009, 0.010], [-0.057, -0.054, -0.122], [-0.017, 0.080, 0.126], [0.127, -0.094, -0.160], [0.060, 0.044, 0.103], [0.008, -0.003, -0.138], [0.105, 0.014, -0.133], [0.276, 0.505, 0.104], [-0.113, 0.160, 0.289], [0.014, -0.116, -0.164], [0.167, 0.206, -0.023], [-0.050, -0.126, 0.138], [0.153, 0.260, -0.377], [-0.121, 0.236, 0.316], [0.093, -0.036, -0.070], [0.061, 0.057, -0.027], [0.029, -0.025, -0.061], [0.133, -0.047, -0.149], [0.563, 0.236, -0.462], [-1.559, 0.269, 1.596], [0.368, -0.433, -0.105], [-0.047, -0.096, -0.579], [0.342, -0.151, -0.216], [-0.032, 0.138, 0.140], [-0.037, -0.023, 0.050], [-0.061, 0.040, 0.008], [-0.036, 0.054, 0.124], [-0.095, -0.077, 0.057], [0.017, -0.014, 0.033], [-0.075, 0.057, 0.102], [-0.053, 0.019, -0.003], [-0.135, -0.052, 0.044], [0.228, -2.702, 0.928], [-0.108, 0.757, -0.860], [0.038, -0.692, 1.269], [0.073, 0.097, -0.703], [0.029, -0.219, 0.325], [0.076, 0.050, -0.136], [-0.010, -0.217, 0.462], [-0.159, 0.614, -0.319], [0.031, -0.018, -0.224], [0.082, 0.102, 0.119], [-0.031, -0.087, -0.091], [0.062, -0.091, -0.029], [0.108, -0.115, -0.074], [-0.137, -0.077, 0.270], [-0.036, -0.015, 0.033], [-0.003, 0.020, 0.015], [0.008, -0.024, 0.072], [-0.033, -0.032, 0.021], [-0.038, -0.069, -0.050], [-0.063, 0.024, 0.040], [-0.042, -0.006, -0.018], [0.010, -0.046, -0.047], [0.056, 0.006, -0.023], [0.018, 0.066, -0.062]],
  "mulliken_spin": [0.685, 0.035, 0.042, -0.004, 0.021, 0.004, 0.002, -0.003, -0.048, -0.008, -0.002, 0.000, 0.001, 0.004, 0.000, -0.018, -0.002, 0.000, 0.000, 0.000, 0.002, 0.000, 0.000, 0.000, 0.000, 0.000, 0.018, -0.002, -0.002, 0.004, 0.025, -0.031, 0.022, 0.028, -0.005, 0.046, -0.016, 0.000, 0.001, 0.000, 0.000, -0.001, 0.003, 0.000, 0.005, 0.220, 0.293, 0.002, 0.170, -0.021, 0.130, 0.038, -0.025, 0.184, -0.001, 0.001, 0.065, 0.003, -0.027, 0.012, 0.010, -0.059, 0.000, -0.001, 0.000, 0.003, -0.001, -0.006, 0.003, -0.004, -0.003, -0.111, 0.101, 0.020, 0.026, -0.037, 0.057, -0.032, 0.050, 0.032, 0.023, 0.003, 0.001, 0.002, 0.021, 0.040, -0.001, 0.006, -0.002, 0.007, 0.001, 0.000, 0.000, 0.000, -0.002],
  "gap_ev": [5.63, 7.56],
  "relative_energy_kcal_mol": 0.00,
  "s2": 2.054,
  "multiplicity": 3,
  "charge": -1,
  "energy_ha": -5750.8680
}